(1)
Below is an isolated molecule of C18H17Cl2N3O3 at a distorted geometry, with properties calculated with wB97M-V/def2-TZVPD.

The geometry in XYZ format:
```
43
Properties=species:S:1:pos:R:3:nbo_charge:R:1
O 1.59 -0.17 0.61 -0.603
Cl 1.51 -8.00 -1.59 0.012
Cl 4.63 -7.48 -0.48 0.054
N -0.21 -3.46 -1.09 -0.459
O -3.26 4.59 2.65 -0.743
O -3.30 4.87 -1.04 -0.709
C 0.51 -0.25 0.05 0.666
C 2.14 -6.42 -1.12 -0.098
C 3.45 -6.25 -0.72 0.112
C 0.19 -4.75 -1.26 0.080
C 0.71 -2.60 -0.68 0.360
C -1.44 1.21 -0.73 -0.176
C -0.21 1.87 1.17 -0.158
C 2.07 -2.91 -0.47 -0.308
C -2.17 2.42 -0.68 -0.222
C -0.95 3.05 1.23 -0.163
C -0.40 0.90 0.17 -0.166
C 1.49 -5.14 -1.02 -0.177
C 2.48 -4.24 -0.62 0.205
C -1.92 3.37 0.29 -0.041
N 0.09 -1.38 -0.59 -0.594
N 3.69 -4.92 -0.42 -0.364
C 4.96 -4.32 0.01 -0.415
C -1.78 5.91 0.47 -0.639
C -3.77 4.72 1.32 -0.061
C -2.69 4.70 0.25 0.192
H -3.95 4.69 3.33 0.484
H -2.60 4.90 -1.69 0.473
H -0.51 -5.47 -1.62 0.207
H -1.67 0.49 -1.50 0.203
H 0.54 1.72 1.96 0.233
H 2.81 -2.14 -0.23 0.254
H -2.93 2.54 -1.45 0.230
H -0.77 3.72 2.06 0.220
H -0.86 -1.40 -0.87 0.417
H 4.80 -3.62 0.85 0.224
H 5.42 -3.81 -0.85 0.210
H 5.70 -5.09 0.31 0.234
H -0.84 5.76 -0.07 0.212
H -2.25 6.83 0.10 0.227
H -1.51 6.04 1.55 0.233
H -4.36 5.66 1.25 0.177
H -4.45 3.86 1.16 0.176
```

Properties
F_max: 3.6 eV Å⁻¹
Gap between HOMO and LUMO: 8.30 eV
E_HOMO: -7.9 eV
Structure (SMILES): Cn1c(Cl)c(Cl)c2cnc(NC(=O)c3ccc([C@@](C)(O)CO)cc3)cc21
Molecular weight: 394.3 g mol⁻¹



(2)
Below is an isolated molecule of C7H10 at a distorted geometry, with properties calculated with wB97M-V/def2-TZVPD.

The geometry in XYZ format:
```
17
Properties=species:S:1:pos:R:3:nbo_charge:R:1
C 1.38 -0.30 -1.01 -0.662
C 0.93 0.57 0.15 -0.190
C -1.65 0.15 -1.32 -0.425
C -1.38 0.43 -0.04 -0.138
C -1.05 -0.53 1.08 -0.496
C 0.33 -0.07 1.32 -0.062
C 1.47 0.11 1.88 -0.190
H 1.33 0.15 -2.01 0.223
H 2.42 -0.48 -0.75 0.225
H 0.87 -1.28 -1.06 0.201
H 0.89 1.64 -0.05 0.209
H -2.03 0.92 -1.97 0.203
H -1.48 -0.84 -1.75 0.193
H -1.48 1.46 0.31 0.201
H -1.03 -1.58 0.76 0.230
H -1.73 -0.43 1.93 0.233
H 2.29 0.12 2.61 0.246
```

Properties
F_max: 2.9 eV Å⁻¹
Gap between HOMO and LUMO: 9.08 eV
E_HOMO: -7.9 eV
Structure (SMILES): C=CCC1=C[C@H]1C
Molecular weight: 94.2 g mol⁻¹



(3)
Below is C16H16BrClF3KMgNO11PS2 as an isolated structure at a distorted geometry, with properties calculated with wB97M-V/def2-TZVPD.

The geometry in XYZ format:
```
54
Properties=species:S:1:pos:R:3:mulliken_charge:R:1
C -1.47 0.61 -5.93 -0.912
C -1.75 -0.50 -5.21 -0.449
C -1.55 -0.51 -3.64 -0.673
C -0.54 -0.01 -2.91 1.056
P 0.90 0.89 -3.77 0.218
C 2.46 1.10 -2.73 -1.036
O 1.49 -0.32 -4.81 -0.359
C -0.86 -0.33 -1.43 0.791
O -0.21 -0.40 -0.44 -0.435
O -2.27 -0.62 -1.37 -0.218
C -2.52 -1.18 -2.50 0.120
O -3.28 -2.09 -2.71 -0.684
H -1.71 1.60 -5.61 0.278
H -0.99 0.51 -6.89 0.385
H -2.16 -1.38 -5.76 0.517
H 2.32 1.89 -1.92 0.305
H 3.25 1.41 -3.42 0.518
H 2.77 0.13 -2.33 0.102
H 1.05 -0.25 -5.66 0.246
C -2.89 2.01 0.85 0.046
C -3.92 2.85 0.47 -0.442
C -4.34 3.87 1.32 -0.433
C -3.71 4.05 2.54 -0.428
C -2.68 3.21 2.92 -0.496
C -2.27 2.18 2.08 -0.460
H -2.58 1.22 0.19 0.278
H -4.40 2.72 -0.49 0.314
H -5.14 4.53 1.02 0.363
H -4.03 4.85 3.20 0.366
H -2.19 3.34 3.88 0.387
H -1.47 1.52 2.38 0.533
Mg 3.37 -1.48 -3.51 0.497
C 1.68 1.01 1.91 0.176
C 2.67 0.61 2.97 0.120
O 3.83 0.32 2.23 -0.257
C 3.77 1.10 1.11 0.550
O 4.69 1.30 0.39 -0.533
O 2.53 1.59 0.93 -0.256
F 2.25 -0.55 3.61 -0.009
H 1.17 0.14 1.48 0.136
H 0.93 1.71 2.26 0.064
H 2.89 1.38 3.71 0.169
N 1.34 -4.56 3.04 -0.299
S 2.82 -4.07 3.26 1.163
O 3.85 -4.96 2.84 -0.612
O 3.07 -3.29 4.43 -0.532
F 2.85 -2.96 2.10 -0.218
S 0.92 -5.76 3.99 1.087
O -0.28 -6.38 3.54 -0.622
O 1.08 -5.54 5.38 -0.551
F 2.02 -6.86 3.66 -0.259
Br 0.31 2.22 -1.43 -0.623
K -3.88 -0.47 -4.16 1.012
Cl 0.81 -1.36 4.92 0.001
```

Properties
F_max: 6.3 eV Å⁻¹
Gap between HOMO and LUMO: 1.69 eV
E_HOMO: -7.0 eV
Molecular weight: 729.2 g mol⁻¹



(4)
Below is C4H8N2S as an isolated structure at a distorted geometry, with properties calculated with wB97M-V/def2-TZVPD.

The geometry in XYZ format:
```
15
Properties=species:S:1:pos:R:3:nbo_charge:R:1
C 0.72 -1.75 -1.71 -0.674
C 0.26 -0.69 -0.65 0.419
C 1.13 1.43 0.55 -0.064
C 1.16 2.66 0.12 -0.407
H 1.32 -1.23 -2.66 0.261
H -0.20 -2.42 -2.07 0.207
H 1.85 -2.48 -1.24 0.238
H -1.34 -2.18 -0.43 0.434
H -0.76 0.17 2.00 0.096
H 0.93 1.25 1.68 0.192
H 1.22 3.63 0.72 0.209
H 1.18 2.91 -1.03 0.208
N -0.78 -1.28 0.14 -0.834
N 1.03 0.39 -0.51 -0.517
S -1.59 -0.20 0.98 0.232
```

Properties
F_max: 5.4 eV Å⁻¹
Gap between HOMO and LUMO: 8.80 eV
E_HOMO: -8.4 eV
Molecular weight: 116.2 g mol⁻¹



(5)
Below is a 2-piece molecular cluster, C3H12N2O overall at a distorted geometry, with properties calculated with wB97M-V/def2-TZVPD.

The geometry in XYZ format:
```
18
Properties=species:S:1:pos:R:3:nbo_charge:R:1
C -0.24 -2.71 -0.64 -0.621
C 0.08 -1.47 0.15 -0.221
N 1.01 -0.67 -0.58 -0.657
C 1.95 0.15 0.21 -0.050
N 1.27 1.09 1.23 -0.822
H 0.45 -3.52 -0.39 0.214
H -1.29 -3.03 -0.51 0.219
H -0.13 -2.49 -1.72 0.211
H 0.56 -1.64 1.15 0.150
H -0.74 -0.79 0.42 0.184
H 1.55 -1.05 -1.35 0.367
H 2.52 -0.60 0.83 0.149
H 2.49 0.69 -0.55 0.189
H 0.76 0.37 1.78 0.340
H 0.53 1.60 0.78 0.348
H -3.64 5.25 0.31 0.472
H -3.19 4.28 -0.83 0.471
O -3.93 4.54 -0.28 -0.943
```

Properties
F_max: 2.8 eV Å⁻¹
Gap between HOMO and LUMO: 9.38 eV
E_HOMO: -8.6 eV
Structure (SMILES): CCNCN.O
Molecular weight: 92.1 g mol⁻¹



(6)
Below is a 4-piece molecular cluster, C35H66BINO12 overall at a distorted geometry, with properties calculated with wB97M-V/def2-TZVPD.

The geometry in XYZ format:
```
116
Properties=species:S:1:pos:R:3:mulliken_charge:R:1
C 4.39 -1.03 2.14 -1.093
C 4.23 -2.21 3.10 -0.292
C 3.65 -3.52 2.50 -0.753
C 3.06 -3.41 1.09 0.147
C 2.60 -4.76 0.52 -1.049
C 1.12 -5.03 0.80 -0.964
C 0.19 -4.23 -0.12 -0.553
C -0.74 -3.25 0.60 -0.361
C -1.26 -2.13 -0.30 0.263
C -1.98 -1.02 0.46 1.035
C -2.07 0.27 -0.36 -0.650
C -2.25 1.74 0.23 4.610
C -1.21 2.63 -0.47 1.648
C -1.46 4.13 -0.68 -1.574
C -0.33 5.09 -0.25 -0.665
C 1.08 4.59 -0.57 0.009
C 1.85 4.05 0.64 -0.102
C 3.23 3.50 0.27 -1.117
C 3.11 2.27 -0.64 0.450
O -3.55 2.18 -0.02 -0.981
B -4.45 1.63 1.05 1.566
C -5.49 2.74 1.60 -1.116
C -5.28 0.25 0.64 -0.474
N -5.47 -0.66 1.79 -0.636
O -3.39 1.19 2.13 -0.656
C -2.24 1.70 1.78 -2.556
I -2.15 3.90 2.73 -0.325
O -1.12 1.15 2.32 0.813
C -1.21 0.69 3.66 -0.842
C 0.16 0.78 4.30 -0.326
C 0.38 -0.28 5.38 -0.196
C 1.53 0.06 6.33 -1.449
H 5.20 -1.19 1.42 0.402
H 3.47 -0.82 1.59 0.114
H 4.65 -0.12 2.70 0.466
H 3.61 -1.89 3.94 0.160
H 5.21 -2.44 3.52 0.258
H 2.87 -3.90 3.16 0.181
H 4.43 -4.29 2.47 0.298
H 3.79 -2.95 0.42 0.442
H 2.19 -2.74 1.11 -0.167
H 3.21 -5.57 0.96 0.411
H 2.77 -4.80 -0.56 0.391
H 0.91 -4.74 1.84 0.370
H 0.92 -6.10 0.73 0.483
H -0.42 -4.91 -0.72 0.444
H 0.80 -3.66 -0.83 0.298
H -0.17 -2.77 1.41 0.065
H -1.58 -3.80 1.03 0.315
H -1.95 -2.54 -1.04 -0.287
H -0.39 -1.70 -0.82 -0.028
H -2.98 -1.39 0.69 -0.769
H -1.47 -0.85 1.40 -0.576
H -2.95 0.20 -1.01 0.375
H -1.19 0.29 -1.02 -1.418
H -0.26 2.46 0.05 -0.802
H -1.09 2.18 -1.46 -2.509
H -1.62 4.29 -1.75 0.468
H -2.40 4.41 -0.19 0.408
H -0.51 6.04 -0.76 0.318
H -0.40 5.30 0.82 0.142
H 1.69 5.38 -1.03 0.587
H 1.01 3.79 -1.33 -0.343
H 1.95 4.86 1.37 0.463
H 1.27 3.27 1.14 -0.127
H 3.76 3.23 1.19 0.316
H 3.84 4.28 -0.21 0.355
H 2.09 1.88 -0.58 -0.732
H 3.35 2.50 -1.68 -0.038
H 3.78 1.46 -0.33 0.450
H -5.94 2.37 2.53 0.220
H -5.05 3.71 1.81 0.200
H -6.29 2.89 0.87 0.251
H -6.29 0.54 0.32 0.419
H -4.82 -0.26 -0.23 -0.061
H -6.19 -1.35 1.58 0.258
H -4.63 -1.19 1.96 0.235
H -1.57 -0.35 3.66 0.227
H -1.95 1.30 4.19 0.514
H 0.91 0.65 3.50 0.168
H 0.31 1.78 4.71 0.314
H 0.57 -1.24 4.89 0.256
H -0.55 -0.38 5.96 0.349
H 1.92 -0.82 6.84 0.379
H 1.20 0.76 7.10 0.415
H 2.35 0.53 5.78 0.290
C 4.65 2.19 -5.79 -0.204
C 5.18 0.77 -5.82 -0.267
O 5.95 0.70 -4.62 -0.359
C 5.45 1.62 -3.75 0.678
O 5.68 1.68 -2.59 -0.510
O 4.59 2.44 -4.39 -0.297
H 3.66 2.31 -6.22 0.196
H 5.35 2.88 -6.26 0.291
H 4.38 0.03 -5.76 0.233
H 5.81 0.55 -6.68 0.292
C 0.78 0.58 -2.86 1.095
C -0.58 1.13 -3.25 0.326
O -0.23 2.15 -4.20 -0.438
C 0.99 1.87 -4.70 0.638
O 1.51 2.47 -5.59 -0.600
O 1.56 0.84 -4.04 -0.474
H 0.79 -0.48 -2.65 0.064
H 1.23 1.13 -2.02 -0.562
H -1.20 0.38 -3.75 0.289
H -1.14 1.58 -2.43 1.243
C -4.62 -4.03 -3.72 -0.335
C -5.95 -4.49 -3.14 -0.379
O -5.64 -4.66 -1.76 -0.371
C -4.57 -3.87 -1.46 0.595
O -4.19 -3.64 -0.36 -0.421
O -4.02 -3.38 -2.59 -0.258
H -4.71 -3.32 -4.54 0.289
H -3.99 -4.86 -4.02 0.270
H -6.73 -3.73 -3.24 0.263
H -6.30 -5.43 -3.55 0.285
```

Properties
F_max: 2.3 eV Å⁻¹
Total charge: -1
Gap between HOMO and LUMO: 6.62 eV
E_HOMO: -4.7 eV
Molecular weight: 830.6 g mol⁻¹



(7)
Below is C52H74BaN4O3S2 as an isolated structure at a distorted geometry, with properties calculated with wB97M-V/def2-TZVPD.

The geometry in XYZ format:
```
136
Properties=species:S:1:pos:R:3:mulliken_charge:R:1
Ba 1.48 0.34 0.38 0.428
C 0.51 1.15 3.82 -0.642
N -0.29 0.75 2.68 1.486
C -1.31 1.75 2.38 -1.174
C -0.89 -0.55 2.95 -1.437
C -1.46 -1.26 1.72 -1.068
N -0.50 -1.46 0.66 0.947
C 0.22 -2.74 0.79 -0.841
C 0.90 -3.00 2.10 0.025
C 0.41 -3.98 2.94 -0.467
C 1.00 -4.24 4.17 -0.690
C 2.11 -3.48 4.50 -0.533
C 2.66 -2.48 3.70 0.628
C 2.04 -2.22 2.45 0.353
O 2.41 -1.28 1.63 -0.770
C 3.92 -1.78 4.23 2.430
C 3.66 -1.23 5.64 -1.683
C 5.06 -2.81 4.30 -1.788
C 4.42 -0.60 3.39 -1.976
C 0.50 -5.31 5.13 1.945
C -0.73 -6.04 4.60 -2.149
C 0.12 -4.67 6.48 -1.615
C 1.61 -6.35 5.37 -1.639
C -1.09 -1.42 -0.68 -1.262
C -2.00 -0.26 -0.99 0.041
C -3.33 -0.52 -1.30 -0.544
C -4.21 0.48 -1.67 -0.230
C -3.70 1.78 -1.68 -1.008
C -2.39 2.11 -1.36 1.223
C -1.48 1.06 -1.05 0.047
O -0.23 1.24 -0.77 -0.008
C -2.04 3.61 -1.41 2.532
C -2.99 4.38 -0.48 -1.823
C -2.23 4.11 -2.85 -1.755
C -0.62 3.98 -0.98 -1.896
C -5.65 0.23 -2.07 1.705
C -6.60 1.01 -1.15 -1.667
C -5.86 0.68 -3.52 -1.571
C -6.03 -1.25 -1.98 -2.154
H -0.10 1.26 4.74 0.306
H 0.98 2.12 3.62 0.056
H 1.29 0.41 4.00 -0.053
H -2.02 1.86 3.21 0.351
H -1.85 1.48 1.48 0.189
H -0.83 2.71 2.22 0.214
H -1.72 -0.44 3.68 0.445
H -0.14 -1.18 3.41 0.245
H -2.29 -0.68 1.32 0.700
H -1.88 -2.22 2.07 0.147
H 0.96 -2.77 -0.02 0.191
H -0.49 -3.56 0.61 0.473
H -0.46 -4.54 2.62 0.511
H 2.60 -3.69 5.45 0.344
H 3.38 -2.01 6.35 0.305
H 2.86 -0.49 5.63 0.254
H 4.56 -0.75 6.03 0.482
H 4.81 -3.65 4.94 0.279
H 5.97 -2.34 4.68 0.483
H 5.27 -3.20 3.30 0.373
H 3.67 0.19 3.32 0.140
H 4.67 -0.91 2.38 0.242
H 5.31 -0.18 3.86 0.524
H -1.56 -5.36 4.44 0.385
H -1.06 -6.80 5.32 0.439
H -0.52 -6.56 3.66 0.393
H -0.67 -3.93 6.33 0.330
H 0.97 -4.16 6.93 0.303
H -0.23 -5.42 7.18 0.453
H 1.90 -6.82 4.43 0.357
H 1.26 -7.14 6.05 0.464
H 2.49 -5.90 5.81 0.306
H -1.68 -2.34 -0.83 0.572
H -0.27 -1.44 -1.40 0.259
H -3.66 -1.55 -1.25 0.560
H -4.38 2.58 -1.95 0.289
H -4.03 4.25 -0.75 0.296
H -2.77 5.45 -0.52 0.494
H -2.86 4.05 0.55 0.289
H -3.27 4.03 -3.17 0.290
H -1.63 3.52 -3.54 0.233
H -1.93 5.16 -2.94 0.493
H -0.44 3.68 0.05 0.040
H -0.49 5.06 -1.05 0.582
H 0.13 3.49 -1.59 -0.241
H -6.40 2.08 -1.20 0.274
H -6.49 0.69 -0.12 0.356
H -7.64 0.86 -1.45 0.468
H -5.66 1.75 -3.64 0.278
H -6.88 0.49 -3.85 0.469
H -5.18 0.14 -4.19 0.301
H -5.91 -1.63 -0.96 0.389
H -5.42 -1.86 -2.64 0.366
H -7.08 -1.38 -2.26 0.447
C 3.60 -2.07 -1.99 -0.664
C 4.07 -0.67 -2.21 0.615
N 3.90 0.29 -1.35 0.053
C 4.42 1.47 -1.81 0.237
C 4.97 1.42 -3.06 -0.483
S 4.86 -0.18 -3.67 -0.268
C 4.38 2.63 -0.93 -0.801
C 5.21 3.72 -1.03 -0.518
S 4.84 4.84 0.21 -0.222
C 3.61 3.77 0.79 0.214
N 3.49 2.68 0.10 0.569
C 2.77 4.10 1.98 -0.805
H 3.45 -2.21 -0.92 -0.114
H 4.33 -2.79 -2.35 0.522
H 2.66 -2.22 -2.51 0.074
H 5.41 2.22 -3.63 0.457
H 6.01 3.89 -1.72 0.470
H 2.88 5.14 2.27 0.528
H 3.06 3.47 2.82 0.225
H 1.72 3.91 1.74 0.001
C -2.27 2.48 -7.86 -1.546
C -1.40 2.01 -6.74 0.662
C -0.38 2.81 -6.23 -0.999
C 0.40 2.41 -5.17 0.944
C 1.49 3.34 -4.70 -1.534
C 0.18 1.15 -4.58 0.793
C 0.99 0.76 -3.43 1.034
O 1.17 -0.37 -3.02 -0.385
C -0.83 0.31 -5.11 0.997
C -1.11 -1.06 -4.56 -1.290
C -1.60 0.76 -6.17 -1.257
H -1.90 3.41 -8.29 0.377
H -3.29 2.64 -7.51 0.312
H -2.32 1.73 -8.65 0.377
H -0.21 3.78 -6.68 0.299
H 1.45 4.27 -5.26 0.388
H 2.48 2.89 -4.84 0.335
H 1.39 3.59 -3.64 0.173
H 1.48 1.60 -2.91 -0.474
H -0.24 -1.71 -4.65 0.280
H -1.95 -1.50 -5.09 0.407
H -1.36 -0.99 -3.50 0.151
H -2.38 0.13 -6.56 0.335
```

Properties
F_max: 2.4 eV Å⁻¹
Gap between HOMO and LUMO: 6.97 eV
E_HOMO: -6.8 eV
Molecular weight: 1004.7 g mol⁻¹



(8)
Below is an isolated ion of composition C5H12N2O and charge +1 at a distorted geometry, with properties calculated with wB97M-V/def2-TZVPD.

The geometry in XYZ format:
```
20
Properties=species:S:1:pos:R:3:mulliken_spin:R:1
N 0.83 3.06 0.07 0.091
C 0.95 1.68 -0.21 0.081
C -0.42 0.86 -0.07 0.020
N -0.12 -0.55 -0.08 0.643
C -0.22 -1.10 -1.42 0.017
C -0.79 -1.33 0.98 0.024
C 0.06 -2.54 1.37 0.027
O -0.31 -3.35 2.17 0.004
H 0.16 3.38 0.75 0.001
H 0.91 3.70 -0.71 -0.003
H 1.71 1.20 0.41 0.003
H 1.36 1.59 -1.22 -0.008
H -1.13 1.12 -0.84 0.040
H -0.79 1.13 0.92 -0.002
H 0.36 -2.02 -1.53 0.007
H -1.24 -1.24 -1.78 0.021
H 0.25 -0.43 -2.14 0.004
H -1.67 -1.72 0.46 0.026
H -0.98 -0.78 1.90 0.001
H 1.08 -2.66 0.98 0.002
```

Properties
F_max: 3.4 eV Å⁻¹
Total charge: +1
Gap between HOMO and LUMO (spin up / spin down): 10.60 / 5.19 eV
E_HOMO (spin up / spin down): -13.7 / -13.2 eV
Molecular weight: 116.2 g mol⁻¹
2S+1: 2



(9)
Below is C4H6F2 as an isolated structure at a distorted geometry, with properties calculated with wB97M-V/def2-TZVPD.

The geometry in XYZ format:
```
12
Properties=species:S:1:pos:R:3:nbo_charge:R:1
C 1.25 -0.80 -0.86 -0.671
C 0.40 0.24 -0.13 0.249
C -0.13 0.62 1.17 -0.484
C -1.04 0.01 0.21 0.123
H 0.35 -1.73 -0.52 0.255
H 1.64 -0.47 -2.14 0.292
H 2.31 -1.10 0.04 0.215
H 0.00 1.79 1.14 0.274
H 0.04 -0.03 2.19 0.239
H -1.87 0.72 -0.02 0.189
F 0.77 1.35 -0.74 -0.348
F -1.36 -1.31 0.40 -0.330
```

Properties
F_max: 5.4 eV Å⁻¹
Gap between HOMO and LUMO: 10.88 eV
E_HOMO: -10.0 eV
Molecular weight: 92.1 g mol⁻¹